{"formula": "C51H91N7O10", "method": "wB97M-V/def2-TZVPD", "homo_energy_ev": -7.6, "largest_force_ev_per_a": 19.11, "orbital_gap_ha": 0.268, "e_lumo_ev": -0.3, "e_tot_ev": -85219.6154, "mol_weight_g_mol": 962.33, "elements": ["C", "C", "C", "O", "C", "H", "H", "H", "H", "H", "H", "H", "H", "C", "C", "C", "O", "C", "H", "H", "H", "H", "H", "H", "H", "H", "C", "C", "C", "O", "C", "H", "H", "H", "H", "H", "H", "H", "H", "C", "C", "C", "O", "C", "H", "H", "H", "H", "H", "H", "H", "H", "C", "C", "C", "O", "C", "H", "H", "H", "H", "H", "H", "H", "H", "C", "C", "C", "O", "C", "H", "H", "H", "H", "H", "H", "H", "H", "C", "C", "O", "N", "C", "H", "H", "H", "H", "H", "H", "H", "C", "C", "O", "N", "C", "H", "H", "H", "H", "H", "H", "H", "C", "C", "O", "N", "C", "H", "H", "H", "H", "H", "H", "H", "C", "C", "O", "N", "C", "H", "H", "H", "H", "H", "H", "H", "N", "C", "C", "C", "C", "C", "H", "H", "H", "H", "H", "N", "C", "C", "C", "C", "C", "H", "H", "H", "H", "H", "N", "C", "C", "C", "C", "C", "H", "H", "H", "H", "H"], "xyz": [[-1.7407, 3.6452, -0.2693], [-0.3695, 3.3387, 0.2009], [0.2323, 2.6679, -1.0059], [-0.4120, 3.2633, -2.0772], [-1.5804, 4.0125, -1.7135], [-2.2312, 4.4591, 0.2647], [-2.4212, 2.8175, -0.0696], [-0.3285, 2.6740, 1.0637], [0.1605, 4.2849, 0.3104], [-0.0230, 1.6090, -1.0457], [1.3061, 2.8513, -1.0446], [-2.4273, 3.8175, -2.3714], [-1.3834, 5.0810, -1.8011], [1.6418, -3.8321, -3.4968], [0.9219, -3.2853, -4.7536], [-0.0362, -2.2287, -4.2450], [0.0120, -2.4853, -2.7945], [1.3260, -2.8925, -2.3811], [2.6975, -3.9827, -3.7224], [1.2717, -4.8219, -3.2294], [0.3159, -4.0137, -5.2923], [1.6322, -2.7766, -5.4054], [-1.0932, -2.2727, -4.5077], [0.3545, -1.2185, -4.3671], [1.2521, -3.3370, -1.3886], [2.0194, -2.0546, -2.3091], [3.4061, -2.8726, 0.8320], [4.6491, -2.4563, 0.0679], [4.0812, -1.6365, -1.0249], [3.0074, -0.9200, -0.4862], [2.6273, -1.5574, 0.7832], [3.6965, -3.1524, 1.8447], [2.8985, -3.6693, 0.2882], [5.3303, -3.2387, -0.2666], [5.0980, -1.7836, 0.7987], [3.5868, -2.2029, -1.8141], [4.8546, -1.0805, -1.5547], [1.5674, -1.8085, 0.7408], [2.8256, -0.9547, 1.6695], [-1.6618, 0.1252, -3.4761], [-2.2075, 1.5593, -3.4773], [-1.5441, 2.2720, -4.6777], [-1.0240, 1.1690, -5.4138], [-1.5869, -0.0565, -4.9588], [-2.2191, -0.6880, -3.0111], [-0.6362, 0.0905, -3.1085], [-2.0950, 2.1815, -2.5894], [-3.2845, 1.5031, -3.6352], [-0.7066, 2.9162, -4.4099], [-2.2575, 2.8626, -5.2525], [-1.0034, -0.8751, -5.3800], [-2.5818, -0.1988, -5.3808], [-1.4743, 0.4888, 4.4167], [-0.1969, 0.4490, 3.5883], [0.4724, 1.8239, 3.8529], [-0.1591, 2.2699, 5.0760], [-1.4907, 1.7375, 5.2772], [-1.4991, -0.3918, 5.0586], [-2.3630, 0.5767, 3.7917], [-0.3426, 0.3519, 2.5125], [0.5745, -0.3012, 3.7623], [0.2772, 2.5121, 3.0305], [1.5617, 1.8039, 3.8193], [-2.2196, 2.4643, 4.9188], [-1.4962, 1.6298, 6.3618], [1.2818, 1.6979, -3.4424], [2.0720, 1.3707, -2.2482], [2.6786, 0.0244, -2.5073], [2.0383, -0.4460, -3.7205], [1.7017, 0.7161, -4.4633], [1.5113, 2.7213, -3.7392], [0.2102, 1.7346, -3.2465], [1.4740, 1.4448, -1.3398], [2.9491, 2.0069, -2.1303], [2.3862, -0.7068, -1.7537], [3.7639, -0.0329, -2.5903], [0.8112, 0.6474, -5.0881], [2.5592, 0.9388, -5.0982], [4.3462, 3.3595, 3.5099], [3.1355, 3.1908, 2.6402], [2.1311, 2.5091, 3.0039], [3.2378, 3.7746, 1.4328], [2.1613, 3.8035, 0.4618], [4.2814, 2.8328, 4.4620], [4.5190, 4.3968, 3.7965], [5.1730, 2.9790, 2.9102], [4.0951, 4.2590, 1.2081], [1.2798, 3.2045, 0.6907], [2.5088, 3.4325, -0.5024], [1.9771, 4.8424, 0.1880], [-2.4980, -1.0158, 1.5386], [-2.1850, -2.5213, 1.7907], [-2.7357, -3.3537, 1.0753], [-1.2146, -2.8928, 2.6343], [-0.2794, -1.9627, 3.2893], [-1.8046, -0.2734, 1.9339], [-3.3866, -0.8978, 2.1587], [-2.7619, -0.8040, 0.5025], [-0.9702, -3.8716, 2.6809], [-0.7970, -1.1112, 3.7310], [0.4570, -1.6121, 2.5662], [0.2905, -2.5258, 4.0285], [-0.2728, -0.6644, -1.6790], [-0.0767, -0.1107, -0.2947], [-1.0109, 0.1621, 0.4251], [1.1583, 0.0366, 0.2181], [1.4341, 0.5605, 1.5180], [-1.1874, -0.2397, -2.0929], [-0.4737, -1.7239, -1.5201], [0.5751, -0.6175, -2.3624], [1.9315, -0.2939, -0.3414], [1.3049, -0.1291, 2.3522], [0.9389, 1.4929, 1.7892], [2.5172, 0.6816, 1.5004], [-3.6906, -5.2366, 0.2232], [-2.5241, -5.1159, -0.7217], [-2.5154, -5.8612, -1.7012], [-1.6340, -4.1902, -0.4200], [-0.4803, -3.6668, -1.1262], [-4.6436, -4.7996, -0.0751], [-3.3592, -4.8302, 1.1788], [-3.8947, -6.2712, 0.4989], [-1.7816, -3.6362, 0.4115], [0.4456, -3.9393, -0.6195], [-0.5253, -2.5781, -1.1537], [-0.4975, -4.0394, -2.1504], [-3.3560, 3.4009, 2.3295], [-4.5949, 2.8667, 2.7212], [-5.0087, 1.5522, 2.3916], [-4.1253, 0.7727, 1.6457], [-2.8391, 1.2531, 1.3337], [-2.4564, 2.5350, 1.7605], [-5.1929, 3.5031, 3.3567], [-5.9711, 1.1922, 2.7241], [-4.3699, -0.2471, 1.3879], [-2.1600, 0.6048, 0.7999], [-1.4707, 2.8923, 1.5012], [-4.4349, -1.3018, -0.7010], [-3.1706, -0.9166, -1.0549], [-2.7751, 0.4098, -1.3427], [-3.7148, 1.3858, -1.2014], [-5.0642, 1.0457, -0.8735], [-5.3345, -0.2896, -0.6203], [-2.4461, -1.7155, -1.1125], [-1.8189, 0.7425, -1.7189], [-3.5086, 2.4248, -1.4120], [-5.7754, 1.8550, -0.7984], [-6.3419, -0.5892, -0.3715], [2.0609, -0.5713, 3.6503], [2.7477, -1.7581, 3.7182], [4.1188, -1.7744, 3.7563], [4.8434, -0.6030, 3.6011], [4.1663, 0.6096, 3.5518], [2.7589, 0.5746, 3.4975], [2.1284, -2.6103, 3.9563], [4.6321, -2.7246, 3.7660], [5.9046, -0.6906, 3.4209], [4.6724, 1.5617, 3.4897], [2.1978, 1.4974, 3.5041]], "forces_ev_per_a": [[-2.0709, 0.9036, -0.4385], [-0.1522, 0.6595, -1.4793], [-1.6778, 1.2277, 0.6182], [-0.5176, 1.6420, -2.1669], [1.1740, 0.4862, 0.7094], [0.1851, 0.1318, 0.1886], [0.5874, 0.3829, -1.0730], [1.0731, 0.4899, -0.4721], [-0.8910, -0.1615, 0.4455], [0.0301, 0.7293, 0.1950], [-1.8477, 0.0219, -0.6044], [0.0771, -0.1223, 0.0308], [0.2507, 0.1659, -0.1621], [0.6666, -1.1504, -0.9124], [-0.1894, 0.3360, -0.4473], [1.3234, -0.5530, 2.6315], [1.3938, -0.3477, -6.3983], [0.6884, 0.9321, -1.5824], [0.1860, 0.1924, 0.1861], [-0.2200, -0.0751, -0.1071], [0.5634, -0.3350, -0.0689], [0.0420, -0.3952, -0.2640], [0.3480, -0.7424, 0.0937], [-0.1971, -0.6900, -0.3355], [1.2770, 0.6680, -1.5257], [-0.7244, -0.4369, -0.5978], [0.6050, -0.0276, -0.4617], [-0.0760, -0.2268, 0.9100], [1.1180, -1.2373, -1.6272], [4.4821, -2.5075, 5.4023], [1.0205, -3.6673, 0.8270], [-0.5128, -0.2919, -0.2885], [-0.2194, -0.1373, 0.2900], [-0.0345, 0.0735, 0.1175], [0.9168, 0.1196, -0.2816], [0.7845, -0.7619, -0.0777], [-0.2019, 0.6688, 0.5159], [0.4686, -0.0505, 0.1665], [0.4113, -0.4336, -1.0172], [0.0033, 1.0999, -5.6072], [-0.6299, 1.1206, -0.8133], [-0.2121, -1.1894, 0.3363], [0.0177, 0.2960, -1.3858], [-0.7643, 0.6394, -1.6874], [-0.3299, 0.4131, -0.8561], [-1.0403, 1.0970, -2.9181], [0.3426, -0.9327, -0.8179], [-0.0881, -0.0003, -0.2044], [-0.1991, 0.0141, 0.0519], [-0.1475, -0.1123, -0.2108], [-0.2516, 1.1277, 0.0128], [-0.5089, 0.1655, -0.1283], [-0.9028, -0.1084, 0.5512], [-0.5781, 4.0018, 0.0742], [-6.4627, -1.7754, 2.7402], [1.1246, 0.6982, -0.0930], [2.3186, 0.6194, -0.6665], [-0.5577, -0.0677, 0.1159], [-0.0626, -0.6707, 0.0008], [-1.0549, 0.2704, 0.8223], [-1.7201, 1.4519, 1.3578], [-1.1948, 0.4367, 0.3900], [-10.2224, 0.9083, 7.7084], [-0.1817, 0.0206, 0.1571], [-0.6930, -0.3444, -0.0825], [0.1140, 2.1136, -0.5096], [2.3865, -0.5293, 1.3598], [-1.4748, -0.9969, -2.1729], [0.7363, 0.2791, -0.2634], [-0.2031, -0.3923, -1.0172], [-0.1409, 0.1219, -0.2988], [0.6053, -0.5585, -0.2098], [1.8632, -1.5308, -1.2146], [-0.0977, 0.7096, 0.0874], [-0.4014, 1.3710, -2.7576], [-0.1293, 0.6113, -0.4696], [0.4701, -0.9936, -0.3569], [0.1209, 0.6594, 0.0636], [0.0645, 1.3390, 0.5508], [-0.7066, -0.0124, 0.0628], [8.1075, 14.8018, -8.9571], [-0.3189, -0.4375, 0.4284], [2.3802, 0.2228, -0.4312], [-0.2005, 0.2176, -0.2548], [-0.0200, 0.2500, -0.4332], [0.3745, 0.5350, 0.2801], [-0.1543, -0.0130, 0.1424], [2.0844, 0.6098, 1.1898], [0.9712, -0.1661, 0.4795], [-0.6545, 0.1454, 0.5529], [0.4467, -4.5478, 4.0149], [0.3018, 2.8585, -0.5819], [-3.5350, 5.0013, 5.7311], [0.8219, 0.0731, 0.7639], [-1.1397, -2.1526, -0.8440], [-0.3278, -2.0707, 0.7833], [0.7259, -0.9863, 0.2555], [0.3379, -1.0827, 1.9391], [-0.3888, -0.0641, -0.1735], [-0.0510, -2.3697, -0.4291], [-0.4333, -0.2765, -0.1243], [-0.4265, 0.0521, 0.2358], [1.3783, 1.3741, 5.6209], [2.7698, -0.7025, -0.5478], [3.4675, -0.1765, -1.5608], [-3.7234, 2.1324, -0.8767], [0.0492, 0.5353, -2.1561], [2.7748, -2.4254, 3.2462], [-0.1426, 4.1510, -0.1823], [-0.3668, 0.4440, 0.7359], [-1.7985, 1.9328, -0.0199], [-0.6185, 0.3026, -2.0647], [0.1177, -0.6433, -1.0643], [-0.1346, 0.8974, -0.2862], [-0.2739, -1.6563, 1.8439], [-1.4731, -1.1372, -1.1327], [0.7881, 0.1404, -0.5419], [4.1848, -0.4517, -2.7872], [-3.1189, -4.4182, 2.2517], [0.3879, 0.3074, -0.2689], [-1.2082, -0.9448, -0.4179], [0.0453, -0.4609, -0.9252], [0.8804, -1.6264, -1.3729], [-1.0911, -0.9740, 1.1162], [-0.6408, -3.6841, 2.4358], [-0.0638, -0.6541, 1.0717], [-1.0896, -1.8234, 1.2069], [2.4261, -0.3303, -1.2668], [1.0386, 1.2516, 0.0806], [-0.6454, 2.0263, 1.0423], [-2.7617, 2.2947, 1.8438], [-3.3273, -0.6965, 1.5864], [-0.1473, 0.2228, -0.2093], [-0.0862, -0.0523, -0.0091], [-0.9562, 1.2811, -0.1663], [-1.7955, 2.6022, 0.2635], [-2.0404, -0.1867, 2.0924], [0.8238, 1.7405, -1.0675], [-1.8573, 0.2177, -0.9061], [-2.1432, -0.0770, 1.4457], [-3.2533, -0.3097, -0.1210], [1.9497, 0.0208, -0.7304], [-0.0396, -0.3513, -0.8745], [-0.1520, -0.2527, -0.1508], [-1.3709, 0.1701, 2.0089], [-0.1705, -0.2544, 0.0267], [-0.2984, -0.2649, 0.1262], [-0.1401, -0.1128, 0.1369], [5.6565, -3.1261, 1.4037], [-0.7279, 2.4168, 1.7710], [0.5299, -0.6105, -0.4853], [-0.2774, -0.0326, -0.2761], [-0.5023, -1.0405, -0.5239], [3.3761, -5.7243, 3.7861], [0.2499, -0.3207, -0.4252], [0.1290, -0.0915, 0.1941], [0.2377, 0.2362, 0.4201], [0.0293, -1.7518, -0.1132], [6.8928, -6.7832, -1.4346]]}